# 1
{
  "formula": "C17H35OSi3",
  "method": "the ωB97M-V functional and the def2-TZVPD basis",
  "e_homo_ev": -12.71,
  "max_force_ev_per_a": 3.8,
  "total_charge": 1,
  "e_tot_ev": -43870.6850,
  "symbols": ["C", "O", "C", "C", "C", "C", "C", "C", "C", "H", "H", "H", "H", "H", "H", "H", "H", "H", "C", "Si", "C", "H", "C", "Si", "C", "C", "C", "Si", "C", "C", "C", "H", "H", "H", "H", "H", "H", "H", "H", "H", "H", "H", "H", "H", "H", "H", "H", "H", "H", "H", "H", "H", "H", "H", "H", "H"],
  "coordinates": [[-0.233269, -0.814051, -3.746092], [0.457019, -0.798230, -2.465125], [1.139991, 0.356642, -2.090196], [2.623500, 0.193977, -2.060134], [3.470221, 1.152655, -2.583492], [4.841929, 0.940108, -2.646744], [5.405086, -0.294939, -2.276021], [4.550608, -1.271579, -1.756279], [3.167434, -1.066278, -1.646098], [-0.827498, -1.722692, -3.708857], [-0.911212, 0.044835, -3.837316], [0.455022, -0.799037, -4.584739], [0.802867, 1.257937, -2.698782], [3.005881, 2.113981, -2.878687], [5.487871, 1.712529, -3.006935], [6.428867, -0.549469, -2.494674], [4.931403, -2.232615, -1.411476], [2.473995, -1.786815, -1.207884], [0.545682, 2.835539, 1.040762], [-0.472296, 1.486511, 0.189547], [-1.690036, 2.719237, -0.552793], [0.496826, 0.783569, -0.913415], [-1.440039, 0.447743, 1.534123], [-0.118874, -0.520338, 2.484808], [1.035594, -1.312058, 1.192388], [0.917102, 0.583402, 3.621295], [-0.705968, -1.938291, 3.573792], [-2.882514, -0.512042, 0.748168], [-2.293738, -1.480947, -0.792396], [-3.650344, -1.860207, 1.809413], [-4.330296, 0.606146, 0.257689], [0.290487, 2.840565, 2.106143], [1.639993, 2.752111, 0.902828], [0.199722, 3.787187, 0.586007], [-2.581201, 2.734644, 0.086580], [-1.184667, 3.699787, -0.479029], [-1.975891, 2.547577, -1.598504], [-1.898346, 1.221622, 2.245403], [2.003000, -1.589986, 1.644332], [0.581226, -2.224529, 0.775835], [1.244994, -0.639869, 0.342398], [1.291398, -0.014322, 4.472254], [1.794628, 1.013570, 3.111065], [0.331405, 1.414724, 4.046663], [0.098669, -2.186763, 4.308364], [-1.620114, -1.687857, 4.151924], [-0.906208, -2.862647, 2.994629], [-3.150885, -1.783667, -1.414778], [-1.596305, -0.922199, -1.430899], [-1.781774, -2.406191, -0.482890], [-4.650623, -2.116427, 1.389250], [-3.051305, -2.793488, 1.807833], [-3.797136, -1.547339, 2.861926], [-5.264056, 0.011658, 0.253012], [-4.482438, 1.432398, 0.972702], [-4.215384, 1.044217, -0.746893]],
  "forces_ev_per_angstrom": [[-0.5, 0.6, 0.7], [1.1, 1.4, 0.7], [-1.2, -0.2, -3.1], [-0.3, -1.9, 1.2], [-0.4, 1.3, 0.4], [0.2, -0.8, 0.0], [-1.5, 0.3, -0.3], [-0.9, -0.5, 0.3], [0.2, 1.3, 0.0], [0.1, 0.0, -0.2], [0.1, -0.1, 0.1], [0.3, -0.2, 0.1], [0.4, -0.9, 0.8], [0.6, -0.5, 0.0], [0.2, 0.3, -0.3], [0.2, 0.3, 0.3], [0.1, 0.2, -0.2], [0.5, 0.0, -0.3], [1.0, -0.2, -0.5], [-1.9, 1.9, 2.6], [0.2, -0.2, -1.2], [0.6, -0.5, -0.5], [0.4, 0.3, -0.4], [0.7, -0.7, 0.4], [-0.1, 0.1, 0.0], [0.0, 0.2, 0.0], [-0.2, -0.3, 0.3], [-0.6, -0.9, -0.6], [0.1, 0.2, 0.2], [-0.1, -0.3, 0.5], [0.0, 0.2, 0.0], [0.2, -0.1, -0.2], [-0.4, 0.1, 0.4], [0.6, -0.6, 0.5], [0.1, -0.1, -0.2], [-0.6, -0.6, -0.4], [-0.3, 0.1, 0.3], [0.7, -0.6, -1.1], [-0.3, 0.1, -0.1], [0.1, 0.2, 0.1], [0.1, -0.3, 0.4], [-0.2, 0.2, -0.4], [-0.3, -0.1, 0.2], [0.2, -0.2, -0.1], [-0.6, 0.2, -0.5], [0.5, -0.2, -0.3], [0.0, 0.5, 0.3], [0.2, 0.2, 0.2], [-0.2, -0.1, 0.1], [-0.1, 0.3, -0.1], [0.7, 0.2, 0.3], [-0.3, 0.5, 0.1], [0.0, -0.2, -0.5], [0.5, 0.2, 0.0], [0.0, -0.2, -0.2], [0.0, -0.1, 0.3]],
  "nbo_charge": [-0.252, -0.523, 0.285, -0.179, -0.153, -0.205, -0.142, -0.209, -0.138, 0.228, 0.188, 0.206, 0.217, 0.222, 0.234, 0.239, 0.234, 0.238, -1.133, 1.716, -1.134, -0.120, -1.648, 1.683, -1.116, -1.123, -1.126, 1.679, -1.115, -1.124, -1.123, 0.266, 0.255, 0.244, 0.271, 0.244, 0.249, 0.313, 0.256, 0.245, 0.197, 0.256, 0.240, 0.239, 0.253, 0.248, 0.243, 0.253, 0.212, 0.241, 0.252, 0.242, 0.243, 0.256, 0.239, 0.238]
}

# 2
{
  "formula": "C4H9NO2",
  "method": "the ωB97M-V functional and the def2-TZVPD basis",
  "e_homo_ev": -9.55,
  "smiles": "C[C@H](O)[C@@H](N)C=O",
  "max_force_ev_per_a": 1.1,
  "e_tot_ev": -9878.2375,
  "symbols": ["O", "C", "C", "C", "C", "O", "N", "H", "H", "H", "H", "H", "H", "H", "H", "H"],
  "coordinates": [[-0.888374, -1.051855, 2.689067], [-0.517769, -1.285834, 1.566453], [0.113300, -0.157244, 0.757421], [0.258148, -0.445305, -0.729542], [1.113508, 0.563750, -1.476999], [-1.076263, -0.493284, -1.287093], [-0.537671, 1.145720, 0.976387], [-0.560828, -2.303269, 1.150137], [1.067935, 0.051783, 1.210586], [0.588060, -1.471004, -0.828565], [1.304720, 1.418486, -0.824745], [0.536775, 0.987103, -2.304975], [2.037257, 0.220239, -1.934683], [-1.310768, 0.412063, -1.503242], [-1.463330, 1.159505, 0.561712], [-0.664700, 1.249145, 1.978080]],
  "forces_ev_per_angstrom": [[-0.2, -0.4, -0.1], [0.2, 0.7, 0.4], [-0.4, 1.0, -0.2], [-0.9, -0.2, -0.1], [-0.2, 0.8, -0.1], [0.3, -0.1, 0.2], [-0.2, -0.3, -0.1], [0.0, -0.1, -0.1], [0.9, -0.6, 0.1], [0.4, -0.2, -0.2], [0.3, -0.1, 0.0], [0.0, -0.2, 0.0], [0.1, -0.3, 0.3], [-0.2, 0.1, -0.1], [-0.1, -0.1, 0.1], [-0.1, 0.1, -0.1]],
  "nbo_charge": [-0.522, 0.434, -0.187, 0.087, -0.652, -0.721, -0.828, 0.120, 0.220, 0.183, 0.232, 0.215, 0.226, 0.461, 0.352, 0.379]
}

# 3
{
  "formula": "C22H35CrN4O7PSe2",
  "method": "the ωB97M-V functional and the def2-TZVPD basis",
  "e_homo_ev": [-4.09, -4.05],
  "max_force_ev_per_a": 1.8,
  "total_charge": -1,
  "e_tot_ev": -212079.6856,
  "s2": 0.766,
  "spin_multiplicity": 2,
  "symbols": ["Cr", "O", "C", "C", "C", "O", "C", "Se", "C", "Se", "H", "H", "H", "H", "H", "H", "H", "H", "H", "H", "O", "N", "N", "O", "C", "C", "C", "C", "C", "C", "H", "H", "H", "H", "H", "C", "P", "C", "C", "H", "H", "H", "H", "H", "H", "H", "H", "H", "C", "C", "C", "C", "C", "C", "O", "N", "C", "O", "N", "C", "O", "H", "H", "H", "H", "H", "H", "H", "H", "H", "H", "H"],
  "coordinates": [[-0.585889, -0.460621, -0.283472], [-2.349947, -0.115504, -2.933655], [-3.730739, -0.319537, -2.810063], [-4.352580, -0.377173, -1.401894], [-5.861664, -0.403850, -1.705853], [-6.691659, -0.550810, -0.551442], [-4.082706, 0.864890, -0.557883], [-2.397966, 0.998231, 0.476872], [-4.028691, -1.645214, -0.601737], [-2.186265, -2.325857, -0.566693], [-2.113667, 0.820456, -2.861486], [-3.949603, -1.271536, -3.302152], [-4.265294, 0.468119, -3.360893], [-6.054509, -1.216381, -2.420035], [-6.163510, 0.535534, -2.176334], [-6.386567, -1.328016, -0.069659], [-4.851681, 0.926275, 0.206468], [-4.140133, 1.764065, -1.174315], [-4.621425, -2.481921, -0.985885], [-4.295234, -1.480265, 0.443905], [0.525294, -0.618799, -1.860355], [1.322807, -1.557413, -2.043148], [1.308602, -2.365645, -1.085691], [0.509686, -2.182639, -0.065660], [2.168536, -3.502522, -1.085960], [1.953319, -4.491882, -0.141088], [2.791858, -5.597738, -0.111167], [3.833745, -5.718183, -1.018179], [4.027401, -4.726077, -1.970172], [3.199771, -3.616891, -2.011928], [1.124831, -4.382754, 0.542869], [2.619662, -6.372635, 0.625304], [4.496374, -6.575166, -0.983402], [4.834323, -4.821031, -2.685703], [3.335763, -2.832513, -2.745822], [-0.441057, 0.594355, 3.396221], [-0.092378, -0.693916, 2.142043], [1.447411, -1.452103, 2.781234], [-1.274358, -1.973543, 2.736799], [-0.541277, 0.131674, 4.379681], [-1.373761, 1.091514, 3.130757], [0.367591, 1.325086, 3.415033], [1.287054, -1.737435, 3.823625], [2.273925, -0.749887, 2.706092], [1.667559, -2.343445, 2.196099], [-1.128083, -2.160652, 3.808069], [-1.124666, -2.891269, 2.172486], [-2.292814, -1.633720, 2.555886], [4.243732, 2.533146, -0.863166], [3.713562, 3.192692, 0.409928], [2.185594, 3.328553, 0.428496], [1.749258, 4.025299, 1.735890], [0.242810, 4.258138, 1.856923], [1.779263, 4.204793, -0.722448], [2.271166, 5.302482, -0.925276], [0.826608, 3.685114, -1.534481], [0.134383, 2.469602, -1.371459], [-0.775029, 2.310987, -2.163430], [0.529236, 1.584491, -0.403111], [1.559909, 1.925128, 0.418306], [2.084317, 1.138248, 1.205466], [5.325704, 2.394853, -0.802575], [4.033998, 3.150340, -1.741408], [3.786742, 1.550416, -1.014421], [4.137692, 4.191861, 0.518021], [3.993558, 2.600463, 1.279468], [2.279381, 4.978683, 1.787676], [2.102936, 3.399351, 2.556697], [-0.111113, 4.954980, 1.091238], [0.004616, 4.689077, 2.832884], [-0.327678, 3.331779, 1.754316], [0.511993, 4.253860, -2.301278]],
  "forces_ev_per_angstrom": [[-0.3, 0.2, 0.8], [0.3, 0.1, 0.1], [0.0, 0.1, 0.0], [0.1, 0.0, 0.1], [-0.2, 0.0, 0.3], [0.0, 0.0, -0.2], [0.3, 0.0, 0.0], [-0.2, 0.0, -0.1], [0.2, -0.1, 0.0], [-0.2, 0.0, -0.3], [0.0, 0.0, 0.3], [0.0, 0.0, 0.0], [-0.1, 0.0, 0.0], [-0.1, 0.0, 0.0], [0.0, 0.0, 0.1], [0.0, 0.0, 0.0], [-0.1, 0.1, 0.0], [0.0, 0.0, 0.0], [0.0, 0.0, 0.0], [-0.1, 0.0, 0.0], [-0.6, 1.5, -0.7], [0.7, -0.6, -0.8], [0.4, -1.1, 0.5], [0.1, 0.2, 0.2], [0.1, -0.2, -0.1], [-0.1, 0.0, 0.0], [0.0, 0.0, 0.0], [0.0, 0.0, 0.1], [0.0, 0.0, 0.0], [0.0, 0.2, -0.1], [0.0, 0.0, 0.0], [0.0, 0.0, 0.0], [-0.1, 0.0, 0.0], [0.0, 0.1, 0.0], [0.0, -0.1, 0.0], [0.2, 0.1, -0.2], [-0.5, -0.2, 0.2], [0.0, 0.2, -0.1], [0.1, 0.1, 0.1], [0.0, 0.0, 0.0], [0.0, 0.0, 0.0], [0.0, 0.0, 0.0], [0.0, 0.0, 0.0], [0.0, 0.0, -0.1], [0.0, 0.0, 0.0], [0.0, 0.0, -0.1], [0.0, 0.0, 0.0], [0.0, 0.0, 0.0], [-0.1, 0.0, 0.1], [0.1, -0.1, -0.1], [-0.1, 0.1, 0.1], [-0.1, 0.0, 0.0], [0.1, 0.0, 0.0], [0.0, 0.1, -0.2], [-0.1, 0.0, 0.0], [0.3, 0.1, 0.4], [0.0, -0.2, 0.2], [-0.3, -0.5, -0.2], [0.1, 0.2, 0.2], [0.2, -0.1, -0.4], [-0.5, -0.3, 0.1], [0.0, 0.0, 0.0], [0.0, 0.0, 0.0], [0.0, 0.1, 0.0], [0.0, 0.0, 0.0], [0.0, 0.0, 0.0], [0.0, 0.0, 0.0], [0.0, 0.0, 0.0], [0.0, -0.1, 0.0], [0.0, 0.0, -0.1], [0.0, 0.0, 0.0], [-0.1, 0.1, -0.1]],
  "lowdin_spin": [1.034, 0.002, 0.000, -0.001, 0.001, 0.000, 0.001, -0.026, -0.004, -0.030, 0.000, 0.000, 0.000, 0.000, 0.000, 0.000, -0.001, 0.000, -0.001, 0.000, 0.011, -0.009, 0.002, 0.039, 0.000, 0.001, 0.000, 0.001, 0.000, 0.000, 0.000, 0.000, 0.000, 0.000, 0.000, -0.003, -0.012, -0.001, -0.003, -0.001, 0.000, 0.000, 0.000, 0.000, 0.000, -0.001, 0.000, 0.000, 0.000, 0.000, 0.000, 0.000, 0.000, 0.000, 0.000, 0.000, 0.000, 0.000, -0.001, 0.001, 0.002, 0.000, 0.000, 0.000, 0.000, 0.000, 0.000, 0.000, 0.000, 0.000, 0.000, 0.000]
}

# 4
{
  "formula": "C4H3BrO2",
  "method": "the ωB97M-V functional and the def2-TZVPD basis",
  "e_homo_ev": -9.62,
  "smiles": "Br[C@]12OC=C[C@H]1O2",
  "max_force_ev_per_a": 3.6,
  "e_tot_ev": -78330.9579,
  "symbols": ["C", "C", "C", "C", "O", "O", "Br", "H", "H", "H"],
  "coordinates": [[0.437620, -1.084304, -0.127744], [1.125492, -0.151335, -0.784838], [-0.663149, -0.387624, 0.592010], [-0.537082, 0.983693, 0.031687], [0.582102, 1.110126, -0.682580], [-0.217149, 0.417445, 1.660957], [-1.751004, 2.366730, 0.051819], [0.612537, -2.139228, -0.108394], [2.016233, -0.213932, -1.382185], [-1.605599, -0.901571, 0.749267]],
  "forces_ev_per_angstrom": [[0.2, 0.4, -0.3], [0.0, -1.1, 0.1], [-0.2, 0.2, -0.5], [0.2, -1.4, 3.3], [0.0, 0.6, -0.2], [-0.3, 1.3, -2.1], [-0.1, 0.2, -0.1], [0.2, -0.2, 0.0], [0.1, 0.1, -0.1], [-0.1, 0.0, -0.1]],
  "nbo_charge": [-0.291, 0.134, -0.019, 0.370, -0.457, -0.555, 0.172, 0.234, 0.214, 0.198]
}